(1)
{"formula": "C81H218N14O30", "method": "ωB97M-V/def2-TZVPD", "symbols": ["C", "O", "C", "C", "N", "C", "C", "O", "C", "H", "H", "H", "H", "H", "H", "H", "H", "H", "H", "H", "H", "H", "H", "H", "C", "O", "C", "C", "N", "C", "C", "O", "C", "H", "H", "H", "H", "H", "H", "H", "H", "H", "H", "H", "H", "H", "H", "H", "C", "O", "C", "C", "N", "C", "C", "O", "C", "H", "H", "H", "H", "H", "H", "H", "H", "H", "H", "H", "H", "H", "H", "H", "C", "O", "C", "C", "N", "C", "C", "O", "C", "H", "H", "H", "H", "H", "H", "H", "H", "H", "H", "H", "H", "H", "H", "H", "C", "O", "C", "C", "N", "C", "C", "O", "C", "H", "H", "H", "H", "H", "H", "H", "H", "H", "H", "H", "H", "H", "H", "H", "C", "O", "C", "C", "N", "C", "C", "O", "C", "H", "H", "H", "H", "H", "H", "H", "H", "H", "H", "H", "H", "H", "H", "H", "C", "O", "C", "C", "N", "C", "C", "O", "C", "H", "H", "H", "H", "H", "H", "H", "H", "H", "H", "H", "H", "H", "H", "H", "C", "O", "C", "C", "N", "C", "C", "O", "C", "H", "H", "H", "H", "H", "H", "H", "H", "H", "H", "H", "H", "H", "H", "H", "C", "O", "C", "C", "N", "C", "C", "O", "C", "H", "H", "H", "H", "H", "H", "H", "H", "H", "H", "H", "H", "H", "H", "H", "C", "C", "C", "O", "C", "N", "H", "H", "H", "H", "H", "H", "H", "H", "H", "H", "H", "C", "C", "C", "O", "C", "N", "H", "H", "H", "H", "H", "H", "H", "H", "H", "H", "H", "C", "C", "C", "O", "C", "N", "H", "H", "H", "H", "H", "H", "H", "H", "H", "H", "H", "C", "C", "C", "O", "C", "N", "H", "H", "H", "H", "H", "H", "H", "H", "H", "H", "H", "C", "C", "C", "O", "C", "N", "H", "H", "H", "H", "H", "H", "H", "H", "H", "H", "H", "C", "O", "H", "H", "H", "H", "C", "O", "H", "H", "H", "H", "C", "O", "H", "H", "H", "H", "C", "O", "H", "H", "H", "H", "C", "O", "H", "H", "H", "H", "C", "O", "H", "H", "H", "H", "C", "O", "H", "H", "H", "H"], "xyz": [[3.1984, 0.8445, -0.0127], [2.6342, -0.3590, -0.4605], [1.3406, -0.2311, -1.1050], [0.1716, 0.4251, -0.3677], [-0.0645, -0.1679, 0.9359], [-1.1692, 0.4870, 1.7465], [-2.5660, 0.6570, 1.0049], [-2.6636, 1.6180, 0.0008], [-2.4451, 2.9861, 0.1851], [3.5323, 1.5017, -0.8158], [4.0965, 0.5849, 0.5477], [2.5282, 1.4558, 0.5917], [1.0179, -1.2175, -1.4382], [1.4976, 0.2972, -2.0454], [-0.6992, 0.5277, -1.0152], [0.4015, 1.4729, -0.1743], [0.7813, -0.2735, 1.4776], [-0.9380, 1.4788, 2.1349], [-1.3940, -0.1950, 2.5666], [-3.3549, 0.7102, 1.7551], [-2.7789, -0.3110, 0.5515], [-2.3366, 3.3624, -0.8322], [-1.5450, 3.2291, 0.7498], [-3.2995, 3.4895, 0.6377], [-1.4052, 3.7929, 4.3834], [-0.4802, 3.9795, 3.3176], [0.3420, 5.1489, 3.5155], [0.8420, 5.7053, 2.2089], [-0.2171, 5.9920, 1.2823], [-1.0130, 7.1360, 1.7676], [-2.2555, 7.4077, 0.9146], [-3.0172, 6.1906, 0.8787], [-4.2143, 6.3373, 0.1245], [-2.0340, 2.9159, 4.2296], [-2.1444, 4.5933, 4.4135], [-0.8448, 3.6873, 5.3123], [1.2246, 4.9170, 4.1114], [-0.0423, 5.9748, 4.1141], [1.5444, 5.0265, 1.7250], [1.5460, 6.5303, 2.3180], [-0.8872, 5.2458, 1.4014], [-0.4901, 8.0895, 1.8419], [-1.3253, 6.8653, 2.7762], [-2.0198, 7.6804, -0.1141], [-2.7980, 8.2146, 1.4071], [-3.9957, 6.5452, -0.9229], [-4.8797, 7.0931, 0.5418], [-4.7197, 5.3743, 0.1973], [-7.0950, 0.8326, 2.6673], [-6.5042, 1.9873, 3.3512], [-5.8570, 2.8369, 2.4706], [-5.2900, 3.9642, 3.2979], [-6.3061, 4.9935, 3.5265], [-5.9779, 6.1620, 4.3808], [-4.9407, 7.1934, 3.9080], [-4.7171, 8.0050, 5.0844], [-3.7052, 8.9815, 4.9642], [-7.6656, 0.1454, 3.2921], [-6.3047, 0.2718, 2.1684], [-7.7642, 1.1683, 1.8752], [-6.5190, 3.1886, 1.6793], [-5.0226, 2.2735, 2.0529], [-4.4081, 4.3045, 2.7552], [-4.9824, 3.5939, 4.2758], [-7.1538, 4.5202, 3.8049], [-5.6617, 5.7693, 5.3472], [-6.9383, 6.6733, 4.4471], [-5.2718, 7.7574, 3.0360], [-3.9713, 6.7698, 3.6455], [-3.6572, 9.6018, 5.8592], [-3.7145, 9.6244, 4.0840], [-2.7983, 8.3768, 4.9532], [-6.0716, -3.9871, 0.9463], [-5.5423, -3.6503, -0.2872], [-4.4916, -2.7002, -0.1659], [-3.7438, -2.6772, -1.5465], [-4.5477, -1.9938, -2.6437], [-3.8225, -2.0112, -3.8807], [-3.2598, -3.3763, -4.3588], [-4.2311, -4.4169, -4.1767], [-3.6988, -5.6517, -4.5454], [-6.8195, -4.7754, 0.8608], [-6.4155, -3.0746, 1.4333], [-5.4286, -4.4649, 1.6854], [-3.7986, -2.9194, 0.6464], [-4.9008, -1.7548, 0.1902], [-3.5737, -3.7200, -1.8143], [-2.7889, -2.1560, -1.4784], [-4.5718, -1.0269, -2.3526], [-2.8961, -1.4487, -3.7648], [-4.4428, -1.4468, -4.5769], [-2.4000, -3.5900, -3.7239], [-2.9341, -3.2407, -5.3902], [-3.1261, -6.0899, -3.7280], [-2.9530, -5.5669, -5.3357], [-4.5111, -6.3611, -4.7040], [-3.9856, -2.5533, 3.7266], [-4.7288, -3.7798, 3.9971], [-4.0450, -4.9717, 4.2795], [-5.1117, -5.8385, 4.9345], [-5.0469, -5.8112, 6.3593], [-5.0723, -4.4759, 6.9311], [-5.2241, -4.5032, 8.5037], [-4.1054, -5.1433, 9.1029], [-4.3840, -5.6847, 10.4079], [-3.7547, -2.1041, 4.6925], [-4.4977, -1.8155, 3.1090], [-3.1162, -2.8152, 3.1236], [-3.2312, -4.8738, 4.9980], [-3.6945, -5.3922, 3.3370], [-4.9333, -6.8589, 4.5955], [-6.1619, -5.6346, 4.7255], [-4.1891, -6.2376, 6.6794], [-5.9714, -3.9760, 6.5709], [-4.1964, -3.9016, 6.6293], [-6.2117, -4.9331, 8.6711], [-5.2203, -3.4803, 8.8800], [-4.8849, -4.9494, 11.0377], [-3.5180, -6.1101, 10.9149], [-5.0816, -6.5111, 10.2717], [-0.0956, -0.8667, -5.8572], [-0.6240, -2.1028, -6.1939], [-0.4163, -2.4413, -7.5672], [-0.9578, -3.9039, -7.8244], [0.0341, -4.8696, -7.2623], [-0.4317, -6.2638, -7.3704], [0.7845, -7.2286, -7.0997], [1.2204, -7.0610, -5.6949], [0.4502, -7.7673, -4.7726], [-0.5801, -0.0403, -6.3772], [0.9899, -0.8794, -5.9555], [-0.2437, -0.7814, -4.7807], [0.6252, -2.4784, -7.8865], [-0.9050, -1.7185, -8.2205], [-1.2126, -4.0922, -8.8673], [-1.8903, -4.0845, -7.2895], [0.0723, -4.7050, -6.2666], [-0.8055, -6.3517, -8.3905], [-1.3223, -6.5609, -6.8166], [1.5956, -6.9569, -7.7753], [0.5658, -8.2616, -7.3701], [-0.5955, -7.4610, -4.7477], [0.7308, -7.7045, -3.7212], [0.4822, -8.8355, -4.9871], [0.1523, -4.2052, 4.0805], [0.6919, -5.4622, 3.6992], [2.0091, -5.4039, 3.2164], [2.4591, -6.8881, 2.9415], [1.8875, -7.5414, 1.7977], [2.1617, -6.9035, 0.5281], [1.5895, -7.6749, -0.7088], [0.2455, -7.3525, -0.9857], [-0.7276, -7.6918, 0.0326], [0.7093, -3.7095, 4.8756], [-0.8540, -4.3105, 4.4858], [-0.0667, -3.5162, 3.2648], [2.7112, -5.0103, 3.9513], [2.1382, -4.8035, 2.3159], [2.2343, -7.4026, 3.8758], [3.5409, -6.9310, 2.8153], [0.8959, -7.6786, 1.9324], [3.2362, -6.9014, 0.3447], [1.8738, -5.8583, 0.4149], [1.6423, -8.7604, -0.6241], [2.1680, -7.5014, -1.6162], [-0.5881, -7.0632, 0.9120], [-0.6570, -8.7415, 0.3179], [-1.7196, -7.4760, -0.3643], [3.6094, -0.7084, -4.2111], [3.2279, 0.1925, -5.2325], [2.9184, 1.5050, -4.6855], [4.1489, 2.1788, -4.1509], [4.0281, 3.6634, -4.1122], [5.2519, 4.2952, -3.6063], [5.2715, 5.7204, -4.0183], [6.4383, 6.3833, -3.5977], [6.5259, 7.7283, -3.9545], [4.0385, -0.2622, -3.3139], [4.2884, -1.4122, -4.6924], [2.8486, -1.4323, -3.9188], [2.1150, 1.4764, -3.9495], [2.4199, 1.9672, -5.5376], [4.9971, 1.8016, -4.7221], [4.1347, 1.7919, -3.1320], [3.8747, 4.0695, -5.0242], [6.2126, 3.8739, -3.9023], [5.1228, 4.1458, -2.5344], [4.4012, 6.2517, -3.6330], [5.0898, 5.8620, -5.0837], [7.5099, 8.0903, -3.6563], [5.6797, 8.3012, -3.5753], [6.5966, 7.8812, -5.0314], [6.6606, 0.2397, -2.4671], [6.4788, -1.1192, -2.8785], [6.8133, -2.0809, -1.9282], [6.8346, -3.4457, -2.6781], [5.5036, -3.8399, -3.2487], [5.5981, -4.9810, -4.1876], [4.3243, -5.1331, -5.0947], [4.2576, -3.9768, -5.9000], [3.0220, -3.9571, -6.6414], [5.7131, 0.5572, -2.0318], [6.8252, 0.8164, -3.3772], [7.4679, 0.3976, -1.7519], [5.9961, -2.0517, -1.2076], [7.7584, -1.8516, -1.4359], [7.1108, -4.2388, -1.9832], [7.6450, -3.4933, -3.4054], [5.0610, -3.0674, -3.7256], [5.8326, -5.8505, -3.5735], [6.3733, -4.7842, -4.9281], [3.4139, -5.3451, -4.5340], [4.5324, -5.9824, -5.7455], [2.2330, -3.6614, -5.9500], [2.7581, -4.8714, -7.1730], [2.9651, -3.0883, -7.2973], [2.0752, 2.3724, 4.0605], [3.0303, 1.3675, 4.8011], [3.6552, 0.2410, 3.8409], [2.6631, -0.4451, 3.1217], [3.0419, -1.6276, 2.4554], [4.0885, 2.2060, 5.4290], [1.5895, 2.9730, 4.8295], [1.3319, 1.8598, 3.4498], [2.6073, 3.0821, 3.4271], [2.4131, 0.9650, 5.6044], [4.2979, -0.4621, 4.3706], [4.4101, 0.6240, 3.1542], [3.4164, -2.4113, 3.1140], [3.8139, -1.4608, 1.7042], [2.1585, -2.1536, 2.0934], [3.7853, 3.1596, 5.5661], [4.8338, 2.2766, 4.7510], [8.4100, 0.4352, 1.0647], [7.4606, 0.0646, 2.2419], [7.4902, -1.4282, 2.5420], [6.9223, -2.1477, 1.4299], [6.8026, -3.5833, 1.6144], [7.8712, 0.9256, 3.3435], [8.5093, 1.4964, 0.8361], [8.1297, -0.0902, 0.1518], [9.3919, 0.0133, 1.2792], [6.4396, 0.3792, 2.0258], [6.8447, -1.4710, 3.4193], [8.4814, -1.7774, 2.8313], [7.6513, -4.2668, 1.6419], [6.3398, -3.8806, 0.6734], [6.1269, -3.8259, 2.4345], [7.7232, 1.9235, 3.2940], [7.4068, 0.6495, 4.1968], [0.2849, -0.6783, 5.5163], [-0.3903, 0.2454, 6.5543], [-1.9568, 0.2862, 6.3717], [-2.3331, 0.6262, 5.0433], [-3.7919, 0.8610, 4.9351], [-0.0776, -0.2179, 7.8906], [-0.1890, -1.6573, 5.4447], [1.2726, -0.9009, 5.9202], [0.2796, -0.2502, 4.5139], [0.0236, 1.2322, 6.3467], [-2.3628, 1.0996, 6.9731], [-2.4141, -0.6575, 6.6691], [-4.2256, 1.7868, 5.3131], [-4.4019, 0.0399, 5.3117], [-3.9411, 0.9349, 3.8579], [0.9104, -0.0652, 8.0349], [-0.5814, 0.3500, 8.5567], [2.2246, 4.3583, -0.9657], [1.8070, 5.6234, -1.7144], [0.5446, 5.3893, -2.5659], [0.3933, 6.4658, -3.4713], [-0.9538, 6.4517, -3.9918], [1.6733, 6.6987, -0.7795], [3.0905, 4.4639, -0.3121], [2.6065, 3.6603, -1.7107], [1.4270, 3.9645, -0.3357], [2.6613, 5.8634, -2.3474], [-0.2403, 5.3454, -1.8108], [0.6174, 4.4505, -3.1149], [-1.6715, 6.7332, -3.2213], [-1.2848, 5.5309, -4.4721], [-0.9263, 7.2534, -4.7297], [1.0649, 6.4480, -0.0132], [1.2512, 7.5402, -1.1452], [-6.0886, 1.7292, -3.9223], [-5.4288, 2.1235, -2.5787], [-6.4561, 2.8697, -1.6634], [-6.7907, 4.1251, -2.1968], [-7.7781, 4.7984, -1.4283], [-4.9877, 0.9303, -1.9169], [-6.6248, 2.5852, -4.3319], [-6.7698, 0.8815, -3.8475], [-5.3655, 1.4561, -4.6908], [-4.5310, 2.7055, -2.7870], [-6.0480, 2.9596, -0.6567], [-7.4017, 2.3370, -1.5626], [-8.1835, 5.6912, -1.9043], [-7.3278, 5.1451, -0.4983], [-8.7190, 4.2788, -1.2470], [-5.8144, 0.4181, -1.6445], [-4.5217, 1.2228, -1.0698], [-3.7237, 3.9247, -5.8918], [-2.5864, 3.1329, -6.2466], [-4.2402, 4.2492, -6.7952], [-4.4957, 3.4293, -5.3030], [-3.5732, 4.7941, -5.2517], [-1.9608, 3.6430, -6.7663], [-0.5806, -3.7192, -0.0559], [-1.0121, -2.7617, 0.9040], [-1.4673, -3.9203, -0.6571], [0.1757, -3.4059, -0.7757], [-0.2647, -4.6878, 0.3316], [-0.5939, -1.9015, 0.8225], [0.0541, -4.7431, -3.4130], [-0.9167, -5.5400, -2.8029], [1.0640, -4.9725, -3.0731], [-0.0719, -4.8491, -4.4905], [-0.2306, -3.6963, -3.3066], [-0.4659, -5.9625, -2.0681], [5.1160, 7.0285, -0.4506], [4.1091, 6.8493, 0.4982], [5.0282, 6.1585, -1.1013], [4.8395, 7.9492, -0.9644], [6.1398, 6.9913, -0.0783], [3.2479, 6.8176, 0.0753], [3.3878, -3.4233, -0.4424], [4.1497, -4.5814, -0.7847], [2.9689, -2.9628, -1.3371], [2.5837, -3.6114, 0.2690], [4.0346, -2.6961, 0.0484], [4.4475, -4.4534, -1.6883], [-1.9102, 2.0397, -3.3699], [-0.9918, 1.9644, -4.4335], [-1.4555, 1.7143, -2.4342], [-2.3400, 3.0303, -3.2211], [-2.7732, 1.3811, -3.4676], [-1.5116, 2.2832, -5.1750], [5.8395, 4.1468, 2.2507], [6.8727, 3.8426, 3.1059], [5.1056, 4.9022, 2.5319], [6.2919, 4.5442, 1.3421], [5.2209, 3.2759, 2.0343], [7.4911, 4.5724, 3.1875]], "total_energy_ev": -169797.380, "charge": 0, "e_homo_ha": -0.29074, "multiplicity": 1}

---

(2)
{"formula": "C20H25BF4N3PSTl", "method": "ωB97M-V/def2-TZVPD", "symbols": ["Tl", "C", "C", "C", "C", "C", "C", "C", "C", "N", "H", "H", "H", "H", "H", "H", "C", "N", "C", "C", "N", "C", "S", "H", "H", "H", "H", "H", "H", "H", "H", "C", "P", "C", "C", "C", "C", "C", "C", "C", "H", "H", "H", "H", "H", "H", "H", "H", "H", "H", "H", "F", "B", "F", "F", "F"], "xyz": [[-0.2407, -0.4705, 0.4395], [-0.6542, -2.9132, -0.2272], [-2.0546, -2.7964, -0.0754], [-2.9233, -2.6628, -1.2010], [-4.2636, -2.3990, -1.0627], [-4.8433, -2.2443, 0.2067], [-4.0157, -2.3891, 1.3327], [-2.6752, -2.6607, 1.2025], [-6.2307, -1.9422, 0.3446], [-7.3508, -1.6880, 0.4572], [-0.2905, -3.1011, -1.2332], [-0.0742, -3.3502, 0.5803], [-2.5028, -2.7956, -2.1925], [-4.8936, -2.3115, -1.9409], [-4.4492, -2.2764, 2.3191], [-2.0575, -2.7530, 2.0895], [-0.6169, 3.3208, -0.6708], [-1.6919, 2.3887, -0.8934], [-2.7743, 2.2544, 0.0713], [-3.5351, 1.0122, -0.4210], [-2.8496, 0.7033, -1.6742], [-1.7141, 1.4278, -1.8335], [-0.5466, 1.1311, -2.9992], [-1.0042, 4.3422, -0.6346], [0.0907, 3.2295, -1.4904], [-0.1048, 3.0953, 0.2691], [-3.3934, 3.1547, 0.0761], [-2.3606, 2.1076, 1.0720], [-4.5910, 1.2140, -0.5955], [-3.4544, 0.1805, 0.2808], [-2.8755, -0.2275, -2.0576], [3.1435, -1.0214, -2.1933], [2.6071, -0.7526, -0.4575], [3.7008, -1.9034, 0.4392], [3.3153, 0.8926, -0.1209], [2.8972, 1.9494, -0.9352], [3.3434, 3.2401, -0.6997], [4.1993, 3.4949, 0.3650], [4.5965, 2.4552, 1.1917], [4.1566, 1.1593, 0.9541], [4.2171, -0.8625, -2.3080], [2.6008, -0.3454, -2.8539], [2.8902, -2.0439, -2.4791], [4.7494, -1.7557, 0.1714], [3.3975, -2.9181, 0.1766], [3.5642, -1.7817, 1.5131], [2.2008, 1.7604, -1.7475], [3.0134, 4.0493, -1.3405], [4.5416, 4.5043, 0.5573], [5.2397, 2.6526, 2.0403], [4.4384, 0.3679, 1.6365], [1.5861, 0.5322, 2.7201], [1.6315, -0.7334, 3.3404], [2.9680, -1.1262, 3.5197], [0.9377, -0.7290, 4.5404], [1.0056, -1.6656, 2.4315]], "total_energy_ev": -61989.593, "charge": -1, "e_above_lowest_ev": 0.000, "e_homo_ha": -0.14901, "multiplicity": 1}